Record 1
This record from the Open Molecules 2025 dataset describes a single CHCl3F2Si molecule at a distorted geometry. The level of theory is the ωB97M-V functional and the def2-TZVPD basis.

XYZ file:
```
8
Properties=species:S:1:pos:R:3:lowdin_charge:R:1
Cl 2.24500 -0.12335 -0.15615 0.605
Cl 0.31796 -1.53989 -1.72266 0.593
Cl 0.30432 1.51380 -1.84058 0.250
Si -0.69265 0.03255 0.74509 0.313
F -0.27590 -0.94583 1.92366 -0.119
F -0.45199 1.46096 1.38528 -0.119
C 0.59986 -0.23345 -0.64793 -1.542
H -2.04658 -0.16480 0.31330 0.019
```

Properties
- HOMO energy (eV) = -11.1
- total energy (eV) = -51936.02034
- structure (SMILES) = F[SiH](F)C(Cl)(Cl)Cl
- max |F| (Eh/bohr) = 0.049



Record 2
This record from the Open Molecules 2025 dataset describes 4 unconnected molecules or ions with the total composition C13H23NO10P at a distorted geometry. The level of theory is the ωB97M-V functional and the def2-TZVPD basis.

XYZ file:
```
48
Properties=species:S:1:pos:R:3:lowdin_charge:R:1
P -4.02933 1.19600 -2.27694 1.045
O 4.23799 1.50371 -2.48315 0.043
O 0.44191 0.10381 2.51730 0.061
O 3.51952 0.22984 -4.24180 0.122
O -0.84850 -0.09431 4.35302 0.065
O 5.08682 -0.56228 -2.77546 0.069
O -3.08048 -4.87016 0.81084 0.122
O -1.51318 -5.66228 2.27717 0.068
O 0.99631 -1.42707 4.12449 0.133
O -2.36201 -3.59629 2.56948 0.051
O -1.63348 3.06698 -0.14788 -0.037
N -0.22953 2.32202 -2.00563 -0.198
C -0.72655 0.86862 2.28769 -0.166
C 5.86211 0.06679 -1.77239 -0.135
C 0.26140 -0.55014 3.70188 -0.517
C -1.58188 2.72803 -1.46351 -0.303
C 0.16169 0.91437 -1.61221 -0.073
C -1.28813 1.05800 3.65947 -0.130
C -2.38004 -4.72270 1.79842 -0.519
C 4.21996 0.37730 -3.25421 -0.524
C -1.60589 -3.90141 3.72590 -0.135
C -0.73789 -5.03321 3.28024 -0.131
C 4.99411 1.19859 -1.32674 -0.141
C -0.08224 2.58364 -3.48797 -0.105
C -2.98487 2.83980 -2.30199 -0.269
H 1.34952 0.81655 -1.61985 0.118
H 5.57539 2.06638 -1.00316 0.140
H -2.84698 3.25464 -3.39103 0.112
H -5.23064 1.46159 -3.06698 0.026
H -2.29060 -4.19112 4.52998 0.141
H -0.51412 -5.73098 4.09183 0.142
H 6.08588 -0.63098 -0.96080 0.141
H -3.68079 3.63159 -1.74159 0.131
H -1.39825 0.30069 1.63550 0.126
H 6.80245 0.41040 -2.21599 0.140
H 1.07852 2.46424 -3.74024 0.128
H -0.88473 1.94601 4.15748 0.142
H -2.38001 1.11671 3.65766 0.140
H -0.15116 0.78285 -0.46786 0.094
H -3.31305 0.12305 -2.91938 0.016
H -0.32991 3.71631 -3.70660 0.112
H 4.30940 0.90888 -0.52265 0.133
H -1.02461 -3.03362 4.04947 0.115
H 0.20245 -4.68960 2.83664 0.139
H -0.47980 1.81775 1.80406 0.119
H -0.75001 1.88748 -4.16806 0.100
H -4.48911 0.86645 -0.92825 0.038
H -0.33773 0.06704 -2.26618 0.105
```

Properties
- HOMO energy (eV) = -12.7
- total energy (eV) = -45096.76490
- charge = +1
- max |F| (Eh/bohr) = 0.164



Record 3
This record from the Open Molecules 2025 dataset describes a molecular structure, C23H16InO5Sb at a distorted geometry. The level of theory is the ωB97M-V functional and the def2-TZVPD basis.

XYZ file:
```
46
Properties=species:S:1:pos:R:3:lowdin_charge:R:1
Sb -0.40015 0.29878 0.71677 1.571
In -3.20406 2.15612 -0.88719 0.606
O -6.57393 2.16564 -2.71114 0.137
O -2.12207 2.87867 2.22378 0.106
O -1.59676 5.39343 -1.29552 0.155
O -3.07913 -1.50262 -0.36900 0.204
O 1.29344 1.58021 -2.37139 0.178
C -5.55449 2.22557 -2.19769 -0.016
C -1.96405 -1.15862 -0.62747 -0.268
C 2.80714 3.73165 2.43966 -0.032
C 0.81619 1.02803 -1.50010 -0.012
C -0.06279 -2.38481 2.13574 -0.136
C -0.36567 -2.71819 -1.63959 0.006
C 1.91440 4.04743 1.40623 -0.045
C -0.00909 -3.33038 -2.83514 -0.012
C 1.01495 3.07785 0.92623 -0.157
C 0.49125 -3.63143 2.45855 -0.052
C -2.19289 4.41905 -1.35995 -0.014
C -0.35936 -2.70390 -4.05000 -0.009
C 2.79712 2.44226 3.00895 -0.033
C 0.66906 -1.48147 1.35831 -0.414
C -2.03978 2.08332 1.37353 -0.390
C 2.52425 -3.03038 1.31400 -0.052
C 1.78486 -3.96644 2.04502 -0.039
C 1.89569 1.46935 2.53606 -0.097
C 1.97898 -1.78125 0.97527 -0.126
C -0.91072 -1.40601 -4.08784 -0.019
C 1.02439 1.81134 1.50533 -0.359
C -1.18637 -0.75962 -2.88732 -0.072
C -1.07932 -1.51360 -1.72388 -0.306
H 3.48556 2.19310 3.81987 0.124
H 2.21120 -4.94450 2.29466 0.127
H -4.34497 1.95573 0.45563 -0.038
H -0.08171 -4.33485 3.06083 0.121
H 3.51436 4.48593 2.80724 0.127
H 1.89490 0.46313 2.98084 0.111
H 2.60168 -1.05509 0.44574 0.110
H 1.91756 5.04932 0.96043 0.123
H -1.47274 0.29663 -2.81264 0.073
H 0.32586 3.33370 0.10697 0.083
H 0.51518 -4.29577 -2.82862 0.134
H -1.12799 -0.89964 -5.03948 0.133
H -1.05722 -2.12510 2.50721 0.106
H -0.22457 -3.24988 -4.98990 0.130
H -0.00943 -3.04133 -0.65743 0.116
H 3.54128 -3.27137 1.00845 0.119
```

Properties
- HOMO energy (spin up / spin down) (eV) = -14.3 / -13.5
- total energy (eV) = -46035.28290
- charge = +2
- max |F| (Eh/bohr) = 0.097



Record 4
This record from the Open Molecules 2025 dataset describes a molecular structure, C22H30Br57O2P3 at a distorted geometry. The level of theory is the ωB97M-V functional and the def2-TZVPD basis.

XYZ file:
```
114
Properties=species:S:1:pos:R:3:lowdin_charge:R:1
Br 8.07690 -4.22210 4.37528 0.577
Br 9.27971 -1.26590 4.64207 0.568
Br -7.61650 -7.98607 -4.21112 0.575
Br 4.25066 4.78027 -2.96824 0.536
Br 7.87189 -5.46303 -0.49444 0.537
Br -2.81874 7.97996 1.29462 0.557
Br -5.77998 -0.39260 0.55574 0.571
Br -2.33620 -8.76831 -8.09192 0.557
Br -8.87714 3.52100 3.86656 0.548
Br -5.48960 -5.70892 -10.25531 0.545
Br 0.08479 7.87948 2.63625 0.570
Br 2.64068 5.95931 -5.83226 0.537
Br 3.11150 0.97081 11.09542 0.579
Br 1.53994 -1.80717 10.96388 0.646
Br -6.25890 -0.52413 -5.60705 0.593
Br -8.74946 3.90689 -3.64396 0.555
Br 4.73506 -1.79015 11.14209 0.579
Br -10.15556 1.06428 -4.06959 0.553
Br 8.71312 4.27699 2.63790 0.566
Br 3.13752 3.76380 7.87179 0.543
Br -0.36306 -2.24586 6.76334 0.537
Br 2.82736 -2.33806 7.02527 0.532
Br -1.63361 -5.81356 -7.08610 0.546
Br -0.60964 1.38456 -3.83733 0.564
Br -7.39425 -4.72041 -12.62904 0.568
Br -5.09941 -6.80916 -5.80525 0.518
Br -1.31120 7.66106 -5.78471 0.582
Br 4.25546 8.64503 -6.49361 0.576
Br -9.68868 3.00662 -6.57011 0.565
Br -2.69669 0.46659 0.41722 0.582
Br 9.19742 -3.52170 -2.66297 0.564
Br 5.13270 1.28634 7.46846 0.539
Br 1.31406 0.47617 6.98154 0.533
Br -3.73697 -2.06261 -1.24865 0.593
Br -2.42758 6.60668 4.16046 0.559
Br 2.35942 8.50608 -3.91780 0.541
Br -4.79537 -3.15953 -4.52334 0.546
Br 5.59057 4.68726 3.20048 0.539
Br -7.28007 -7.82473 -11.85374 0.567
Br 6.29809 4.25617 7.73209 0.563
Br 8.28315 -2.33530 1.79222 0.558
Br 7.21660 6.88884 1.54467 0.561
Br 7.17299 4.58845 -1.66867 0.556
Br 0.02923 -7.12202 -9.48722 0.571
Br 1.69180 1.99709 -1.68846 0.537
Br -9.60928 2.48024 0.92843 0.551
Br 11.05091 -5.12951 -0.60719 0.554
Br 0.23884 10.39048 -6.38183 0.606
Br -1.51123 10.09899 -3.71926 0.565
Br -5.15917 2.92014 2.70461 0.556
Br -8.02851 -6.54025 -7.04041 0.555
Br -5.58761 4.27893 -0.16154 0.566
Br 4.65164 3.33339 -0.14592 0.523
Br -2.67229 4.18326 1.14854 0.521
Br 0.52439 -0.96762 -1.98147 0.549
Br -10.04353 0.56722 3.45982 0.568
Br -7.88890 -2.66999 -3.87624 0.577
P 2.37653 -4.21712 1.79960 0.608
P 1.13825 -3.58852 3.49969 0.388
P -0.96909 -4.11613 3.24271 0.555
O -1.73910 -3.12340 2.10878 -0.376
O -1.13780 -5.72833 2.77837 -0.343
C 4.59790 -3.07905 3.24298 -0.198
C 9.06557 -2.80988 3.49748 -1.604
C -4.57023 4.29806 1.48277 -1.598
C -6.17016 -1.84286 -4.19377 -1.608
C 3.82728 -3.01212 1.87729 -0.468
C 9.40600 -5.13953 -1.62495 -1.624
C -1.68430 -7.01985 -8.59753 -1.624
C 2.64792 7.89053 -5.72856 -1.642
C 7.29744 5.55730 2.94607 -1.608
C -6.98237 -6.61370 -5.41650 -1.618
C -8.98262 1.98942 2.69069 -1.640
C 4.89060 3.03638 8.25312 -1.625
C -9.02259 2.42079 -4.85186 -1.634
C 0.14215 0.92231 -2.11609 -1.637
C -3.95560 -1.00317 0.35168 -1.583
C 3.13984 -5.88949 2.17923 -0.351
C -1.32161 9.58333 -5.57272 -1.593
C -7.14511 -6.00742 -11.20763 -1.633
C 1.20941 -1.38512 7.48959 -1.633
C 3.10097 -0.88577 11.63896 -1.587
C 5.27449 4.73077 -1.32899 -1.601
C -1.81971 7.98896 2.95077 -1.610
H -0.61071 1.14426 -1.37214 -0.107
H 2.55712 -6.41405 2.95409 0.023
H 9.46782 -5.96246 -2.32381 -0.032
H -2.38920 -6.61069 -9.30899 -0.055
H 3.03887 -0.90296 12.71857 -0.030
H -5.89481 -1.32009 -3.28570 -0.066
H 4.51974 -3.15896 1.04075 0.057
H -7.10826 -5.66298 -4.91256 -0.075
H -2.18658 9.96093 -6.10063 -0.031
H 3.21600 -6.52277 1.29036 0.021
H -7.94944 -5.86008 -10.49936 -0.044
H 1.12592 -1.40958 8.56872 -0.160
H 7.53088 6.07754 3.86487 -0.033
H -7.97559 1.60966 2.57442 -0.080
H -0.84716 -6.24024 3.53057 0.022
H -1.34246 -2.25192 2.09061 0.010
H 4.21552 -2.32395 3.94836 0.046
H 5.67411 -2.87841 3.11931 -0.010
H -2.01033 8.93819 3.43239 -0.032
H 3.42646 -1.98969 1.80883 0.055
H 10.05542 -3.19612 3.29547 -0.032
H 4.15798 -5.79755 2.59639 0.020
H 5.11026 5.67274 -0.82159 -0.041
H -8.05524 1.96648 -5.02246 -0.077
H -4.75458 5.25139 1.96208 -0.048
H 1.22783 -2.15913 3.44884 -0.101
H 1.81945 8.24120 -6.32212 -0.128
H 4.95695 2.91448 9.32615 -0.056
H -3.73738 -1.64792 1.19450 -0.047
H 4.49005 -4.04740 3.74883 0.041
```

Properties
- HOMO energy (eV) = -7.6
- total energy (eV) = -4047676.94252
- max |F| (Eh/bohr) = 0.052



Record 5
This record from the Open Molecules 2025 dataset describes 2 unconnected molecules or ions with the total composition C3H10N2O at a distorted geometry. The level of theory is the ωB97M-V functional and the def2-TZVPD basis.

XYZ file:
```
16
Properties=species:S:1:pos:R:3:lowdin_charge:R:1
O -1.31068 -2.21853 5.92764 -0.064
N -0.32452 0.62224 0.33684 0.015
N 1.81115 0.47552 -1.46362 0.040
C 0.44789 0.51859 -1.89710 -0.394
C 0.14739 0.34994 -3.36885 -0.078
C -0.53976 0.88749 -1.02483 -0.176
H -0.48324 -0.31052 0.67358 0.073
H -0.74040 1.24804 1.00659 0.065
H -2.11883 -2.58308 6.29974 0.030
H -0.58120 -2.62015 6.41612 0.034
H 0.11033 1.29547 -3.92047 0.073
H -1.08751 1.81997 -1.17787 0.110
H 2.26545 1.32286 -1.78013 0.079
H 0.88864 -0.33630 -3.77911 0.067
H -0.83586 -0.08785 -3.54186 0.064
H 2.30260 -0.30863 -1.88315 0.063
```

Properties
- HOMO energy (eV) = -7.3
- total energy (eV) = -8298.86062
- structure (SMILES) = C/C(N)=C/N.O
- max |F| (Eh/bohr) = 0.047



Relative energy (zero: lowest compared OMol25 entry of this formula, charge and spin) readings, ordered: 14.56 118.06 0.00 0.00 60.96 kcal per mole